--- P ---
Computed, not measured: a molecular structure, H24NeO12, with ωB97M-V with the def2-TZVPD basis set.

Each line ends with the natural charge from an NBO analysis.
Atoms and positions in Å:
Ne: -15.970 9.997 -3.107  0.00
O: -17.307 12.223 -5.543  -0.98
H: -16.433 11.835 -5.510  0.46
H: -17.892 11.484 -5.711  0.50
O: -18.370 11.812 -2.382  -0.99
H: -18.540 10.891 -2.186  0.49
H: -18.198 11.829 -3.324  0.47
O: -18.446 7.398 -3.392  -0.98
H: -19.264 6.925 -3.546  0.48
H: -18.010 6.904 -2.698  0.51
O: -12.843 9.745 -1.006  -0.98
H: -13.042 10.570 -0.563  0.47
H: -12.863 9.962 -1.938  0.49
O: -14.465 7.401 -2.123  -0.98
H: -14.238 8.331 -2.136  0.51
H: -13.623 6.949 -2.073  0.49
O: -13.034 9.986 -3.658  -0.98
H: -12.125 9.965 -3.959  0.48
H: -13.514 10.403 -4.373  0.51
O: -18.668 9.799 -5.546  -0.97
H: -18.241 9.175 -4.957  0.50
H: -19.540 9.432 -5.692  0.48
O: -16.852 6.234 -1.586  -0.99
H: -16.027 6.700 -1.726  0.50
H: -16.647 5.579 -0.918  0.49
O: -14.535 11.167 -5.635  -0.95
H: -14.456 10.570 -6.379  0.49
H: -14.518 12.040 -6.025  0.50
O: -16.656 10.728 0.630  -0.95
H: -15.726 10.926 0.738  0.46
H: -17.012 11.490 0.172  0.49
O: -18.740 9.384 -1.482  -0.97
H: -18.618 8.607 -2.028  0.49
H: -18.362 9.144 -0.636  0.49
O: -15.292 6.149 -4.550  -0.95
H: -14.467 6.572 -4.785  0.46
H: -15.538 6.549 -3.715  0.48

Calculated values
Orbital gap = 9.70 eV
E_HOMO = -9.82 eV


--- Q ---
Computed, not measured: a molecular structure, H24NeO12, with ωB97M-V with the def2-TZVPD basis set.

Each line ends with the natural charge from an NBO analysis.
Atoms and positions in Å:
Ne: -0.100 0.200 0.190  0.00
O: 2.585 -2.351 0.308  -0.97
H: 2.842 -1.434 0.213  0.49
H: 2.725 -2.730 -0.560  0.47
O: -3.250 0.667 -1.179  -0.99
H: -2.483 1.239 -1.144  0.49
H: -3.162 0.100 -0.413  0.48
O: 0.241 4.457 0.260  -0.96
H: 0.995 3.920 0.504  0.49
H: 0.613 5.181 -0.242  0.47
O: 2.982 3.001 1.025  -0.95
H: 3.181 2.066 0.988  0.47
H: 3.749 3.394 1.440  0.48
O: -0.102 -2.462 1.586  -0.99
H: -0.275 -1.845 2.298  0.48
H: 0.797 -2.273 1.317  0.49
O: -1.212 2.566 -1.302  -0.96
H: -1.105 3.393 -0.831  0.50
H: -0.365 2.130 -1.216  0.47
O: -1.919 -3.486 -0.505  -0.99
H: -1.359 -3.325 0.255  0.49
H: -1.670 -2.809 -1.134  0.48
O: -0.518 -1.910 -2.359  -0.95
H: -0.014 -2.707 -2.525  0.48
H: -1.142 -1.866 -3.084  0.48
O: 3.766 0.176 -0.151  -0.95
H: 4.331 0.359 0.599  0.47
H: 3.805 0.972 -0.681  0.49
O: 0.048 0.792 -3.516  -0.96
H: -0.603 0.729 -4.215  0.47
H: -0.138 0.045 -2.947  0.48
O: -1.017 -0.832 3.781  -0.95
H: -1.684 -0.194 4.036  0.48
H: -1.234 -1.619 4.283  0.48
O: -3.149 -1.054 1.274  -0.94
H: -2.759 -0.587 2.013  0.46
H: -3.396 -1.906 1.632  0.48

Calculated values
Orbital gap = 9.33 eV
E_HOMO = -9.67 eV


Energy ordering: P at the bottom, the next structure 0.0211 hartree above.


--- P ---
Computed, not measured: a molecular structure, C37H34N5RhS2, with ωB97M-V with the def2-TZVPD basis set.

Each line ends with the Mulliken charge.
Atoms and positions in Å:
Rh: -0.001 0.111 -0.016  -0.62
S: 0.276 -1.310 1.715  -0.05
C: 1.239 -2.739 2.067  0.69
C: 0.677 -3.526 3.066  -0.93
C: 1.248 -4.719 3.474  0.11
C: 0.628 -5.481 4.513  -0.09
N: 0.132 -6.082 5.360  -0.55
C: 2.433 -5.152 2.848  0.55
C: 3.006 -4.365 1.876  -0.81
C: 2.458 -3.116 1.482  0.23
S: 3.330 -2.110 0.418  -0.28
C: 3.049 -6.395 3.218  -0.12
N: 3.555 -7.386 3.504  -0.52
H: -0.249 -3.204 3.528  0.46
H: 3.925 -4.678 1.401  0.49
C: 2.708 2.861 1.964  -0.94
C: 3.836 2.770 1.151  -0.42
C: 3.803 1.974 0.026  -1.31
C: 2.642 1.275 -0.290  0.81
N: 1.553 1.392 0.505  0.77
C: 1.589 2.150 1.602  -0.34
C: 2.488 0.360 -1.399  0.80
C: 3.396 0.240 -2.444  -0.60
C: 3.171 -0.685 -3.450  -0.87
C: 2.040 -1.493 -3.395  -0.65
C: 1.138 -1.362 -2.350  -0.20
C: 1.349 -0.430 -1.350  0.57
H: 2.703 3.460 2.861  0.44
H: 4.738 3.307 1.408  0.43
H: 4.678 1.869 -0.596  0.40
H: 0.686 2.171 2.197  0.43
H: 4.277 0.868 -2.487  0.37
H: 3.874 -0.782 -4.265  0.42
H: 1.866 -2.231 -4.168  0.42
H: 0.265 -2.006 -2.311  0.42
C: -0.945 5.681 -4.198  -1.57
C: -2.164 4.827 -3.821  2.15
C: -3.179 5.713 -3.099  -2.19
C: -2.818 4.271 -5.093  -1.59
C: -1.695 3.668 -2.953  0.52
C: -0.806 2.720 -3.456  -0.81
C: -0.368 1.689 -2.655  -0.79
N: -0.765 1.532 -1.387  -0.07
C: -1.642 2.423 -0.881  -0.65
C: -2.106 3.490 -1.639  0.26
C: -2.117 2.180 0.510  -0.22
C: -3.018 3.014 1.148  -0.05
C: -3.484 2.718 2.429  0.24
C: -3.012 1.544 3.003  -0.44
C: -2.098 0.763 2.318  -0.83
N: -1.640 1.072 1.108  0.04
C: -4.484 3.641 3.111  1.93
C: -4.746 3.226 4.559  -2.13
C: -3.946 5.079 3.104  -1.57
C: -5.806 3.584 2.331  -1.55
H: -1.253 6.499 -4.851  0.45
H: -0.191 5.094 -4.723  0.34
H: -0.480 6.109 -3.308  0.38
H: -3.490 6.520 -3.764  0.41
H: -2.754 6.170 -2.203  0.41
H: -4.074 5.154 -2.817  0.44
H: -3.156 5.095 -5.724  0.46
H: -3.683 3.653 -4.848  0.39
H: -2.124 3.666 -5.676  0.31
H: -0.438 2.774 -4.470  0.49
H: 0.333 0.956 -3.030  0.30
H: -2.799 4.186 -1.196  0.51
H: -3.370 3.903 0.649  0.39
H: -3.332 1.223 3.982  0.53
H: -1.695 -0.144 2.753  0.35
H: -3.823 3.176 5.138  0.47
H: -5.246 2.258 4.618  0.43
H: -5.396 3.962 5.033  0.41
H: -2.979 5.138 3.606  0.37
H: -4.643 5.733 3.629  0.47
H: -3.828 5.468 2.093  0.33
H: -6.198 2.567 2.303  0.36
H: -5.678 3.926 1.303  0.33
H: -6.548 4.224 2.810  0.45

Calculated values
Orbital gap (alpha / beta) = 5.30 / 4.44 eV
E_HOMO (alpha / beta) = -6.45 / -6.04 eV


--- Q ---
Computed, not measured: a molecular structure, C37H34N5RhS2, with ωB97M-V with the def2-TZVPD basis set.

Each line ends with the Mulliken charge.
Atoms and positions in Å:
Rh: -0.821 1.300 0.153  -0.78
S: -0.577 3.277 1.309  -0.58
C: -1.570 3.022 2.737  1.08
C: -1.848 4.130 3.535  -1.04
C: -2.577 4.012 4.709  0.35
C: -2.857 5.180 5.492  -0.20
N: -3.080 6.117 6.119  -0.54
C: -3.049 2.750 5.098  0.52
C: -2.790 1.647 4.299  -0.98
C: -2.066 1.754 3.111  0.57
S: -1.810 0.316 2.141  -0.47
C: -3.795 2.579 6.312  -0.15
N: -4.379 2.426 7.290  -0.53
H: -1.487 5.105 3.233  0.51
H: -3.162 0.676 4.600  0.51
C: -4.832 2.773 -0.388  -1.00
C: -4.695 3.562 -1.519  -0.46
C: -3.484 3.587 -2.184  -1.04
C: -2.425 2.823 -1.709  0.71
N: -2.564 2.092 -0.581  0.87
C: -3.736 2.061 0.058  -0.52
C: -1.098 2.740 -2.332  1.37
C: -0.857 3.147 -3.643  -1.14
C: 0.401 2.976 -4.193  -0.78
C: 1.409 2.404 -3.427  -0.97
C: 1.160 1.987 -2.125  -0.22
C: -0.097 2.143 -1.547  0.70
H: -5.762 2.722 0.160  0.44
H: -5.524 4.161 -1.873  0.43
H: -3.341 4.207 -3.057  0.43
H: -3.763 1.452 0.952  0.57
H: -1.652 3.576 -4.240  0.33
H: 0.596 3.282 -5.212  0.40
H: 2.397 2.271 -3.853  0.44
H: 1.968 1.542 -1.553  0.38
C: 1.437 -4.448 -3.295  -2.07
C: 0.301 -3.552 -3.791  2.01
C: -0.902 -4.437 -4.145  -1.70
C: 0.769 -2.797 -5.044  -1.58
C: -0.102 -2.516 -2.750  0.37
C: -1.247 -1.738 -2.929  -0.90
C: -1.562 -0.751 -2.021  -0.99
N: -0.810 -0.497 -0.950  0.28
C: 0.287 -1.235 -0.751  0.06
C: 0.663 -2.246 -1.623  0.03
C: 1.122 -0.827 0.402  -0.18
C: 1.999 -1.681 1.042  -0.47
C: 2.768 -1.225 2.110  0.56
C: 2.631 0.118 2.444  -0.77
C: 1.714 0.914 1.783  -1.16
N: 0.956 0.449 0.793  0.69
C: 3.734 -2.146 2.846  2.00
C: 3.229 -3.593 2.830  -1.86
C: 3.903 -1.708 4.305  -1.84
C: 5.093 -2.076 2.133  -1.60
H: 1.652 -5.207 -4.048  0.44
H: 1.169 -4.962 -2.370  0.44
H: 2.356 -3.885 -3.128  0.38
H: -0.587 -5.225 -4.831  0.47
H: -1.695 -3.874 -4.636  0.34
H: -1.320 -4.909 -3.254  0.38
H: 1.049 -3.507 -5.824  0.44
H: 1.636 -2.172 -4.820  0.37
H: -0.018 -2.151 -5.435  0.36
H: -1.890 -1.876 -3.787  0.39
H: -2.442 -0.133 -2.141  0.49
H: 1.570 -2.796 -1.420  0.45
H: 2.055 -2.708 0.713  0.44
H: 3.206 0.559 3.243  0.31
H: 1.542 1.946 2.059  0.58
H: 2.210 -3.662 3.214  0.40
H: 3.872 -4.208 3.462  0.48
H: 3.253 -4.028 1.830  0.37
H: 2.939 -1.639 4.812  0.42
H: 4.406 -0.745 4.390  0.37
H: 4.514 -2.440 4.834  0.44
H: 5.001 -2.370 1.086  0.35
H: 5.803 -2.749 2.616  0.42
H: 5.501 -1.065 2.168  0.38

Calculated values
Orbital gap = 6.26 eV
E_HOMO = -6.97 eV


Energy ordering: Q at the bottom, the next structure 0.1227 hartree above.